# 1
The following is a DFT calculation (ωB97M-V/def2-TZVPD) of a structure of composition C20H37N2O2P2SiTi.

Structure (XYZ):
```
65
Properties=species:S:1:pos:R:3:lowdin_spin:R:1
O -2.573 -4.340 -0.149 0.000
C -0.508 -2.097 3.537 0.003
C 2.300 2.889 2.429 -0.001
C 3.874 0.829 0.998 -0.004
Si 2.188 1.625 1.056 -0.009
H 2.175 -4.269 -0.003 0.000
H 3.980 0.084 0.205 0.000
H -2.992 -0.647 2.138 0.000
C 1.634 2.499 -0.504 0.006
P 1.366 -0.773 -2.125 0.020
H 1.217 1.151 -3.679 0.000
H -1.022 -1.822 5.625 -0.001
C -0.830 0.486 -3.334 0.002
H 3.344 0.643 -2.063 0.000
H 1.612 -3.152 -1.973 0.000
H 0.706 3.086 -0.396 0.002
H -3.596 1.077 -5.182 0.000
H 2.474 3.207 -0.578 0.000
H 1.677 -2.585 -3.685 0.000
H 3.643 -1.048 -1.522 0.000
H 4.620 1.623 0.853 -0.001
C 0.627 -0.245 2.480 -0.001
C -2.971 0.905 -4.314 0.002
H 1.035 1.461 3.799 -0.001
H 0.108 -2.078 1.437 0.001
H 4.072 0.337 1.960 0.000
C -1.609 0.713 -4.456 0.001
H -4.154 1.370 -0.513 0.000
H 1.603 1.950 -1.464 0.002
H -1.811 3.306 -0.153 0.000
H -0.065 0.472 5.726 0.000
C -3.531 0.875 -3.051 0.000
P -2.092 1.022 0.683 0.011
C 0.615 0.460 3.707 -0.016
H -1.121 0.676 -5.423 0.000
H 3.487 -0.679 -3.274 0.000
Ti -0.067 0.121 -0.393 1.090
H 1.346 3.392 2.635 0.000
C -2.715 0.660 -1.954 0.002
C -2.145 2.847 0.791 0.009
H 2.693 2.462 3.362 0.000
C -0.009 -0.106 4.811 0.002
H -4.579 1.057 -2.861 0.000
H -1.471 3.118 1.617 0.000
H -2.194 0.699 3.027 0.000
H -1.637 -4.628 0.005 0.000
C 1.167 -2.480 -2.719 0.005
H 0.097 -2.706 -2.833 0.000
O 1.736 -5.145 -0.104 0.000
C -3.340 0.617 -0.586 0.000
C 3.140 -0.417 -2.265 0.000
C -2.864 0.442 2.201 -0.002
H -3.782 -0.386 -0.363 0.000
C 0.067 -1.531 2.395 -0.013
N 1.030 0.339 1.289 -0.098
H 0.781 -0.409 -4.426 0.001
H 3.021 3.653 2.105 0.000
N -1.385 0.488 -2.105 0.000
H -0.935 -3.094 3.476 0.000
C 0.644 0.210 -3.517 0.007
H -3.178 3.148 1.020 0.001
C -0.547 -1.388 4.742 -0.019
H -2.972 -5.140 -0.559 0.000
H 2.454 -5.773 0.093 0.000
H -3.837 0.939 2.323 -0.001
```

Its spin multiplicity is 2. As for the charge: +2. The value obtained for the HOMO energy (alpha / beta) is -13.540 / -13.590 eV. As for the molecular weight: 475.429 g mol⁻¹.


# 2
The following is a DFT calculation (ωB97M-V/def2-TZVPD) of a structure of composition C20H37N4Ta.

Structure (XYZ):
```
62
Properties=species:S:1:pos:R:3:lowdin_charge:R:1
H -0.193 3.678 -0.335 0.054
C -2.613 1.752 0.665 -0.161
H 3.156 -0.982 -0.012 0.064
H 3.964 -1.613 -1.458 0.070
H -1.841 1.718 -1.904 0.054
H -3.004 0.830 0.216 0.057
C 2.395 2.327 0.262 -0.182
N 1.140 -0.203 -1.252 -0.215
C -0.665 0.414 3.318 -0.150
H 3.440 2.080 0.017 0.073
H -0.342 -3.407 4.012 0.098
H 0.424 1.323 -3.974 0.099
H 4.320 0.036 -0.896 0.070
C -2.062 -2.892 -1.769 -0.061
C -0.138 -1.843 2.539 -0.142
H -1.271 0.585 5.383 0.098
N -1.190 1.935 0.387 -0.415
H 0.190 -2.508 1.736 0.093
H -2.776 -1.261 1.222 0.057
C -0.796 3.337 0.516 -0.166
H -1.710 3.947 0.548 0.076
H 3.542 0.569 1.975 0.074
H -2.012 -2.614 -2.827 0.069
C -0.317 1.042 -3.221 -0.170
H 2.685 1.855 2.865 0.083
H 2.385 3.276 0.823 0.081
H -1.100 -1.868 5.828 0.099
H -2.482 -2.965 0.849 0.083
C -0.949 1.964 -2.485 -0.016
H 0.351 -2.013 -2.013 0.126
H -0.229 3.512 1.442 0.072
N -0.908 -1.029 -0.645 -0.173
H -3.944 -2.153 0.229 0.083
C 3.526 -0.714 -1.010 -0.058
H -0.066 -0.979 -3.884 0.099
Ta 0.093 0.413 0.326 1.803
H 2.039 0.201 2.857 0.056
C -0.438 -2.336 3.817 -0.095
H 2.058 -1.883 -3.235 0.087
C 2.425 -0.852 -3.284 -0.064
H -3.166 2.606 0.247 0.077
C -0.569 -0.421 -3.087 -0.163
C -2.876 -2.022 0.444 -0.070
C -0.858 -1.474 4.837 -0.094
N 1.792 1.256 1.048 -0.384
H -2.965 -3.496 -1.634 0.081
H 2.651 0.889 -2.097 0.114
H -2.807 1.711 1.751 0.077
H -2.833 -0.946 -1.382 0.123
H -1.194 -3.510 -1.519 0.087
H -0.641 3.008 -2.475 0.058
H 3.459 -0.878 -3.637 0.087
C -2.173 -1.666 -0.864 -0.494
H 1.854 -0.274 -4.010 0.058
C -0.273 -0.469 2.296 -0.333
C 2.417 -0.177 -1.928 -0.461
H 1.858 2.493 -0.686 0.060
C -0.960 -0.098 4.590 -0.092
C 2.545 0.953 2.245 -0.164
H -0.738 1.491 3.135 0.088
H -1.636 -0.676 -3.131 0.098
C 0.027 -0.981 -1.770 -0.460
```

The value obtained for the HOMO energy is -7.848 eV. As for the molecular weight: 514.492 g mol⁻¹.


# 3
The following is a DFT calculation (ωB97M-V/def2-TZVPD) of a structure of composition C20H37N5O7P2ReSi.

Structure (XYZ):
```
73
Properties=species:S:1:pos:R:3:lowdin_spin:R:1
C -2.853 2.102 0.384 0.000
C -0.522 -0.758 3.828 0.002
H -3.403 2.407 1.275 0.000
O 0.329 -1.141 -1.835 0.084
C 1.618 0.788 -3.821 0.000
H -3.926 -0.968 -2.966 0.000
C 5.992 -0.176 2.306 0.003
C -0.310 -1.590 2.626 0.016
H 1.019 1.732 -1.293 0.008
H -1.983 -2.100 4.640 0.000
H -0.215 -2.986 -3.308 0.000
C -1.454 -1.169 4.783 0.000
H 5.161 -0.048 2.993 0.000
C 3.861 -0.255 0.149 0.205
C -0.018 1.205 5.115 0.000
H -0.616 -0.611 -6.143 0.000
N -3.231 -1.716 -1.140 0.002
C -4.834 1.129 -0.633 0.000
H -1.476 -3.131 -4.551 0.000
H 2.329 0.373 -3.096 0.000
C -1.655 -0.402 5.916 0.000
C 6.869 0.149 -0.780 0.001
H 0.920 2.965 -2.576 0.001
H 0.898 0.736 3.229 0.000
O -0.535 2.634 7.314 0.000
H 6.236 -1.232 2.244 0.000
N -3.473 0.920 -0.184 0.001
H -4.535 -2.523 0.330 0.000
N -1.099 1.570 7.289 0.000
H -5.410 1.558 0.189 0.000
C -4.135 -1.786 -2.279 0.000
H -2.284 -0.969 -5.656 0.000
H 1.469 0.073 -4.628 0.000
H -5.293 0.185 -0.911 0.000
H 0.194 -2.765 -5.014 0.000
H 4.338 2.515 1.372 0.000
P -2.515 -0.317 -0.682 0.011
C -3.521 -2.654 -0.057 0.000
C -0.573 -2.594 -4.256 0.000
Re 0.722 -0.966 0.056 2.394
C 0.185 0.438 3.986 0.000
H 7.124 -0.904 -0.859 0.000
O -0.984 -2.538 2.295 0.020
H -3.411 -3.674 -0.423 0.000
C 2.689 -0.610 0.068 0.024
P -0.489 -0.306 -2.813 0.013
H -2.358 -0.694 6.683 0.000
H 0.514 2.128 5.286 0.000
H -4.872 1.820 -1.483 0.000
C 5.181 2.340 0.715 0.018
O 0.725 -1.248 1.858 0.086
H -2.806 -2.502 0.748 0.000
N -0.863 -1.176 -4.130 -0.001
H -1.829 1.872 0.669 0.000
H 7.783 0.691 -0.542 0.000
H -3.974 -2.733 -2.798 0.000
H -0.570 2.372 -1.827 0.000
H 4.957 2.732 -0.270 0.000
O -1.419 -0.518 0.290 0.073
H -1.502 0.541 -5.131 0.000
H -2.865 2.928 -0.332 0.000
C 0.428 2.089 -2.157 0.010
H 2.023 1.708 -4.239 0.000
H -5.185 -1.740 -1.976 0.000
O -1.784 1.091 8.155 0.000
Si 5.547 0.445 0.545 0.023
H 6.051 2.851 1.108 0.002
C -1.343 -0.516 -5.333 0.000
N 0.330 1.086 -3.202 -0.001
H 6.540 0.486 -1.759 0.000
C -0.927 0.769 6.071 0.000
H 6.852 0.363 2.689 0.000
O -1.831 0.223 -2.119 0.004
```

Its spin multiplicity is 4. As for the charge: +2. The value obtained for the HOMO energy (alpha / beta) is -14.795 / -14.794 eV. As for the molecular weight: 735.785 g mol⁻¹.


# 4
The following is a DFT calculation (ωB97M-V/def2-TZVPD) of a cluster of 2 separate species, C20H38BF3N2O7 in total.

Structure (XYZ):
```
71
Properties=species:S:1:pos:R:3:lowdin_charge:R:1
H 3.527 2.210 1.578 0.139
H -6.692 0.845 1.687 0.060
C 3.463 3.584 -0.072 -0.156
O -2.789 -2.541 -1.832 0.035
H -1.106 -3.686 -0.033 0.119
C -3.623 1.032 1.058 -0.156
H -5.401 1.772 -0.106 0.095
N -2.522 -2.291 0.851 0.089
H -1.850 -0.618 -2.056 0.134
C -5.987 1.613 2.067 -0.109
C -1.380 -3.193 0.926 -0.181
H -0.985 -5.754 0.583 0.092
N 4.929 1.101 -0.645 0.091
C 3.152 -0.253 0.520 -0.007
H 2.076 -0.328 0.696 0.090
H -3.641 0.645 2.101 0.099
H -2.784 1.768 1.020 0.113
H 1.562 0.685 -1.153 0.057
O -0.135 0.096 -0.257 -0.078
H -3.285 0.495 -0.987 0.138
H 3.456 -1.132 -0.054 0.103
H -5.472 1.256 2.983 0.066
H -0.864 -1.936 -1.403 0.127
O -1.806 -4.258 1.812 -0.176
F -1.478 -4.288 -2.419 0.135
H 5.196 4.530 -0.931 0.139
H 4.001 2.767 -2.835 0.069
H -4.546 -3.253 2.500 0.106
H 3.221 4.411 0.601 0.130
H -4.684 2.988 1.013 0.091
B -2.998 -2.134 2.253 -0.673
O -4.403 -2.290 2.483 0.107
H -2.512 -0.999 3.758 0.109
H -6.480 2.585 2.299 0.062
C 5.451 2.394 -1.195 -0.444
H -0.476 -2.742 1.430 0.156
C -2.230 -3.239 -2.845 -0.669
C -1.002 -0.216 0.605 -0.618
H -5.334 -0.386 -1.242 0.080
H 0.121 -5.045 1.824 0.096
H 7.443 2.462 -0.250 0.088
C 3.065 2.266 0.584 -0.086
C 5.049 2.528 -2.681 -0.020
O 5.598 0.818 0.335 0.207
C -0.935 -5.372 1.638 -0.103
H 7.330 3.336 -1.756 0.099
H 2.451 1.876 -2.033 0.069
O -2.215 -1.835 3.368 0.151
H -1.229 -6.223 2.293 0.095
C 3.479 1.038 -0.252 -0.430
H 1.986 2.247 0.748 0.151
H -5.550 -0.652 0.516 0.064
H 7.395 1.576 -1.781 0.101
H 5.505 3.669 0.559 0.133
C -2.255 -1.042 0.130 -0.263
C 2.562 0.943 -1.484 -0.021
C -4.852 -0.827 -0.341 -0.039
H 2.882 3.754 -0.981 0.114
O -0.829 0.201 1.782 -0.026
H -4.724 -1.925 -0.403 0.077
C -4.945 1.909 0.897 -0.230
C -3.485 -0.071 -0.041 -0.242
H 5.279 1.614 -3.233 0.103
F -3.259 -3.783 -3.559 0.127
C -1.885 -1.481 -1.361 -0.075
F -1.536 -2.469 -3.720 0.140
H 5.603 3.338 -3.157 0.096
C 4.958 3.612 -0.389 -0.109
C 6.992 2.437 -1.242 -0.027
H 3.634 -0.299 1.498 0.089
H 2.898 0.172 -2.181 0.105
```

The value obtained for the HOMO energy is -7.238 eV. As for the molecular weight: 486.337 g mol⁻¹.


# 5
The following is a DFT calculation (ωB97M-V/def2-TZVPD) of a cluster of 9 separate species, C20H38Br12O7 in total.

Structure (XYZ):
```
77
Properties=species:S:1:pos:R:3:lowdin_charge:R:1
H 10.109 13.430 -4.643 0.062
H 6.909 19.128 -4.812 0.056
C 13.037 20.334 3.499 -0.678
Br 6.440 17.365 3.397 0.577
H 10.633 19.200 0.508 0.058
Br 6.875 21.044 0.503 0.658
O 10.388 21.990 -0.761 -0.074
C 15.145 17.958 -0.304 -0.660
H 9.102 19.901 -6.758 0.055
O 8.135 19.881 -2.672 0.130
C 9.719 17.223 -1.208 -0.074
O 7.819 17.148 -6.394 0.033
Br 15.689 17.664 2.516 0.598
Br 13.133 21.149 -3.223 0.697
Br 10.559 18.634 -5.239 0.689
H 12.968 20.341 4.584 0.056
C 9.584 20.261 -5.855 -0.605
C 11.445 18.799 -0.096 -0.036
Br 14.424 21.611 3.008 0.656
H 11.453 21.833 3.496 0.060
Br 12.731 15.157 -2.377 0.616
C 6.648 19.156 2.589 -0.720
H 14.194 23.335 -2.752 0.051
C 15.832 18.711 0.823 -0.663
H 9.908 16.371 -1.862 0.099
H 10.774 13.523 -2.249 0.063
H 5.700 18.577 -5.825 0.098
H 13.338 19.380 3.084 0.002
O 8.271 15.929 -8.199 0.181
C 11.710 20.896 3.017 -0.630
Br 10.264 19.579 3.421 0.658
H 5.500 18.916 0.850 0.062
H 12.841 22.761 -0.692 0.035
C 6.252 15.687 -5.487 -0.080
H 12.047 18.055 0.426 0.088
C 7.772 16.013 -7.137 -0.574
H 15.526 16.948 -0.389 0.049
C 14.285 22.362 -2.274 -0.710
H 7.204 18.530 0.556 0.037
C 13.889 22.495 -0.815 -0.697
Br 15.759 18.854 -1.929 0.658
O 8.553 17.927 -1.591 0.062
C 6.526 19.189 1.087 -0.642
H 15.336 22.085 -2.327 0.044
C 10.588 21.376 -6.034 -0.700
Br 14.926 23.915 0.053 0.605
H 11.405 21.111 -6.701 0.051
H 6.355 14.993 -4.654 0.129
H 10.220 14.988 -3.964 0.040
C 7.026 16.986 -5.226 -0.334
C 10.870 18.242 -1.383 -0.319
C 8.853 19.108 -2.122 -0.612
H 5.680 18.242 -4.024 0.095
O 6.928 15.117 -6.600 0.075
H 11.704 17.851 -1.967 0.096
H 12.115 19.615 -0.386 0.072
H 14.069 18.062 -0.233 0.020
Br 12.074 14.514 -5.737 0.620
H 12.200 12.840 -3.107 0.052
H 7.602 19.543 2.938 -0.048
H 10.523 21.188 -1.287 -0.011
Br 9.774 23.015 -6.777 0.595
H 5.188 15.883 -5.625 0.134
H 14.064 21.584 -0.246 0.017
H 8.814 20.534 -5.140 0.043
H 9.570 22.367 -1.105 0.035
H 5.889 19.765 3.072 0.051
H 7.712 16.845 -4.381 0.132
H 11.656 20.992 1.936 0.028
O 10.186 19.314 -2.035 -0.028
C 11.538 13.692 -3.005 -0.621
H 9.643 16.908 -0.168 0.141
H 16.905 18.742 0.697 0.039
H 11.069 21.632 -5.094 -0.017
C 6.265 18.260 -4.942 -0.016
C 10.843 14.144 -4.269 -0.714
H 15.366 19.677 0.985 0.002
```

Its SMILES is C[C@H]1COC(=O)O1.C[C@H]1COC(=O)O1.BrCCBr.BrCCBr.BrCCBr.BrCCBr.BrCCBr.BrCCBr.O. The value obtained for the HOMO energy is -10.152 eV. As for the molecular weight: 1349.365 g mol⁻¹.


# 6
The following is a DFT calculation (ωB97M-V/def2-TZVPD) of a structure of composition C20H38CeNO3P2Si.

Structure (XYZ):
```
66
Properties=species:S:1:pos:R:3:lowdin_charge:R:1
H -3.821 0.675 -3.525 0.119
H -0.598 -2.366 3.243 0.033
H 3.284 -4.085 2.096 0.044
H 5.515 2.340 2.265 0.115
C -0.973 -1.420 3.663 -0.234
H -5.131 -1.424 0.041 0.113
H 0.139 6.493 -0.068 0.033
H 0.505 -1.270 -4.121 0.052
Ce 0.258 -0.055 -0.007 0.977
H 5.423 0.690 0.387 0.112
H 1.736 -4.381 -1.807 0.040
O -3.554 4.985 -3.109 -0.079
O 0.836 -2.012 0.230 -0.492
H -3.667 -1.439 1.967 0.097
H 3.217 -0.058 -0.539 0.103
C -4.375 -0.933 -0.581 -0.048
H 2.156 -2.923 2.860 0.031
H -3.287 0.179 3.950 0.059
H 0.425 3.044 -2.658 0.046
C 4.501 1.131 0.772 -0.059
C 0.948 2.280 -3.250 -0.242
P -1.560 -0.322 2.326 0.824
C 3.378 2.619 2.318 -0.070
C -2.310 0.123 -2.095 -0.346
Si 1.470 -3.494 0.544 0.314
H 2.032 2.413 -3.123 0.054
H -0.198 1.685 1.251 -0.020
C 3.256 0.709 0.251 -0.129
C -3.650 0.202 -2.560 -0.028
P 0.466 0.611 -2.686 0.736
C 2.106 1.299 0.764 -0.303
H -0.648 -4.852 0.351 0.043
N -2.082 -0.261 -0.779 -0.059
H -5.705 -0.388 -2.194 0.120
H -3.431 1.231 2.497 0.061
H -0.888 1.921 1.519 0.117
H 2.765 -5.197 -0.601 0.044
H 0.637 -5.638 1.307 0.046
H 3.355 -2.337 1.693 0.034
H -0.364 -4.346 2.024 0.018
H -2.169 1.577 3.729 0.053
H -1.805 -1.603 4.356 0.056
C 4.560 2.066 1.810 -0.062
C 2.686 -3.177 1.932 -0.147
C -2.756 -1.365 1.347 -0.256
C 2.371 -4.221 -0.924 -0.157
C -3.088 -0.808 -0.053 -0.325
C -4.674 -0.369 -1.829 -0.046
H -0.156 -0.913 4.198 0.059
H 1.088 5.380 -0.221 0.032
H -2.327 -2.383 1.248 0.099
C -2.728 0.779 3.213 -0.244
H 1.236 2.660 2.246 0.077
H -2.649 5.198 -3.435 0.047
C 1.130 -0.370 -4.074 -0.244
C 2.137 2.231 1.803 -0.132
O 0.796 6.181 -0.702 -0.066
C 0.135 -4.680 1.104 -0.157
H 3.385 3.322 3.154 0.112
H 0.694 2.355 -4.316 0.055
H 1.036 0.228 -4.991 0.054
C -1.273 0.501 -2.982 -0.272
H 3.218 -3.594 -1.239 0.037
H 2.181 -0.638 -3.898 0.046
H -1.649 0.936 -3.905 0.077
H -3.543 5.280 -2.184 0.032
```

As for the charge: +1. The value obtained for the HOMO energy (alpha / beta) is -9.577 / -9.569 eV. As for the molecular weight: 570.678 g mol⁻¹.